Version A
DFT (ωB97M-V/def2-TZVPD) results for a structure of composition C34H59AsBBr2MgN6S3Si2.

Calculated values
Gap between HOMO and LUMO (eV): 4.238

Structure (ORCA input):
```
! RIJCOSX wB97M-V def2-TZVPD def2/J DEFGRID3
* xyz 1 1
Mg 0.47 -0.15 0.13
C 0.69 -1.74 4.98
C 1.62 -0.89 4.18
C 2.95 -0.81 4.43
C 3.81 -0.04 3.57
N 3.33 0.63 2.57
N 1.99 0.63 2.36
B 1.54 1.67 1.42
N 2.61 2.34 0.62
N 2.83 3.60 1.03
C 3.84 4.26 0.57
C 4.75 3.65 -0.34
C 4.50 2.41 -0.82
C 5.38 1.73 -1.82
C 3.32 1.73 -0.36
S 2.84 0.26 -1.00
C 3.97 5.69 1.08
C 5.18 6.40 0.48
C 4.11 5.65 2.61
C 2.69 6.44 0.70
N 0.53 2.63 1.94
N 0.61 2.92 3.24
C -0.08 3.91 3.70
C -0.89 4.70 2.82
C -1.01 4.38 1.51
C -1.87 5.13 0.55
C -0.27 3.24 1.05
S -0.34 2.61 -0.51
C 0.01 4.21 5.18
C 0.69 5.58 5.36
C -1.41 4.25 5.76
C 0.82 3.13 5.90
C 1.10 -0.12 3.09
S -0.51 -0.14 2.65
C 5.30 0.04 3.81
C 5.53 0.69 5.19
C 5.89 -1.38 3.79
C 5.98 0.89 2.74
H 1.23 -2.27 5.76
H 0.20 -2.46 4.32
H -0.09 -1.12 5.42
H 3.38 -1.35 5.26
H 5.65 4.18 -0.64
H 6.31 2.28 -1.96
H 4.86 1.66 -2.78
H 5.60 0.71 -1.51
H 6.12 5.94 0.79
H 5.20 7.43 0.84
H 5.14 6.43 -0.61
H 5.05 5.18 2.90
H 3.28 5.09 3.05
H 4.10 6.67 3.01
H 2.53 6.42 -0.38
H 2.75 7.48 1.02
H 1.82 5.98 1.18
H -1.42 5.56 3.21
H -2.32 6.00 1.02
H -2.67 4.48 0.18
H -1.30 5.44 -0.32
H 0.12 6.37 4.87
H 1.70 5.57 4.95
H 0.75 5.82 6.42
H -2.00 5.08 5.35
H -1.36 4.39 6.84
H -1.94 3.32 5.56
H 1.84 3.09 5.53
H 0.36 2.15 5.77
H 0.85 3.36 6.97
H 5.07 0.11 5.99
H 5.11 1.70 5.21
H 6.60 0.75 5.39
H 5.47 -1.99 4.59
H 6.97 -1.33 3.94
H 5.68 -1.87 2.84
H 5.59 1.91 2.73
H 5.82 0.47 1.74
H 7.05 0.93 2.93
Br -2.77 0.03 -0.21
C -2.63 0.32 -2.11
Br -0.85 -0.06 -2.77
H -2.85 1.36 -2.31
H -3.32 -0.34 -2.61
C -2.70 -3.47 -1.01
Si -0.89 -4.00 -1.21
C -0.84 -5.81 -0.63
C -0.47 -3.97 -3.06
As 0.48 -2.78 0.32
Si 2.58 -3.35 -0.63
C 2.76 -5.24 -0.64
C 2.81 -2.74 -2.41
C 3.92 -2.73 0.58
H -3.36 -4.27 -1.34
H -2.94 -2.58 -1.61
H -2.94 -3.25 0.03
H -1.50 -6.42 -1.25
H -1.18 -5.89 0.40
H 0.16 -6.24 -0.69
H -1.28 -4.45 -3.62
H 0.45 -4.52 -3.27
H -0.35 -2.96 -3.44
H 2.23 -5.68 -1.48
H 2.35 -5.66 0.28
H 3.81 -5.52 -0.70
H 2.90 -3.58 -3.10
H 3.70 -2.13 -2.53
H 1.95 -2.14 -2.73
H 4.02 -3.44 1.40
H 3.68 -1.75 1.00
H 4.89 -2.65 0.08
*
```

Version B
DFT (ωB97M-V/def2-TZVPD) results for a structure of composition C34H59AsBBr2MgN6S3Si2.

Calculated values
Gap between HOMO and LUMO (eV): 5.831

Structure (ORCA input):
```
! RIJCOSX wB97M-V def2-TZVPD def2/J DEFGRID3
* xyz 1 1
Mg 0.86 -2.29 0.78
C -2.85 0.10 -3.17
C -1.40 0.16 -2.78
C -0.50 0.75 -3.63
C 0.86 0.85 -3.26
N 1.24 0.58 -2.04
N 0.34 0.09 -1.18
B 0.77 -0.07 0.22
N -0.14 0.65 1.22
N -0.58 1.83 0.75
C -1.40 2.55 1.46
C -1.79 2.12 2.75
C -1.35 0.93 3.24
C -1.76 0.43 4.59
C -0.50 0.15 2.42
S 0.02 -1.41 2.94
C -1.84 3.85 0.81
C -2.82 4.62 1.69
C -0.60 4.71 0.55
C -2.52 3.51 -0.52
N 2.25 0.17 0.46
N 2.53 1.25 1.21
C 3.77 1.54 1.47
C 4.82 0.76 0.94
C 4.55 -0.35 0.19
C 5.63 -1.22 -0.36
C 3.18 -0.68 -0.03
S 2.73 -2.13 -0.84
C 4.04 2.74 2.36
C 4.96 3.72 1.62
C 4.74 2.25 3.63
C 2.74 3.45 2.73
C -0.89 -0.33 -1.56
S -1.66 -1.40 -0.40
C 1.92 1.32 -4.24
C 3.29 1.37 -3.57
C 1.55 2.72 -4.75
C 1.97 0.33 -5.41
H -3.08 0.96 -3.81
H -3.50 0.13 -2.30
H -3.08 -0.80 -3.73
H -0.84 1.14 -4.58
H -2.45 2.74 3.35
H -2.42 1.15 5.08
H -0.89 0.26 5.22
H -2.28 -0.52 4.50
H -2.37 4.92 2.64
H -3.73 4.04 1.90
H -3.13 5.53 1.18
H -0.10 4.98 1.48
H -0.89 5.64 0.05
H 0.11 4.18 -0.08
H -3.40 2.89 -0.37
H -1.83 2.98 -1.18
H -2.84 4.43 -1.02
H 5.85 1.03 1.13
H 6.61 -0.87 -0.03
H 5.61 -1.21 -1.45
H 5.49 -2.26 -0.06
H 5.93 3.28 1.39
H 5.13 4.60 2.24
H 4.51 4.05 0.68
H 5.67 1.74 3.40
H 4.09 1.55 4.18
H 4.96 3.09 4.28
H 2.21 3.79 1.83
H 2.96 4.31 3.36
H 2.07 2.78 3.27
H 3.30 2.07 -2.73
H 4.03 1.70 -4.29
H 3.58 0.39 -3.19
H 1.47 3.43 -3.93
H 0.61 2.72 -5.30
H 2.33 3.08 -5.43
H 2.22 -0.67 -5.06
H 2.72 0.65 -6.13
H 1.01 0.28 -5.93
Br 3.70 -2.60 2.88
C 2.41 -3.86 3.52
Br 1.38 -4.70 2.08
H 1.69 -3.36 4.15
H 2.92 -4.67 4.02
C -2.98 -6.09 -2.01
Si -2.04 -4.79 -1.06
C -2.02 -5.18 0.77
C -0.28 -4.66 -1.70
As -3.10 -2.74 -1.58
Si -4.78 -2.57 0.10
C -5.99 -3.96 -0.19
C -4.09 -2.63 1.84
C -5.56 -0.89 -0.18
H -2.56 -7.08 -1.81
H -2.92 -5.91 -3.08
H -4.03 -6.10 -1.72
H -1.41 -6.06 0.98
H -3.03 -5.40 1.12
H -1.64 -4.34 1.36
H 0.13 -5.66 -1.86
H 0.41 -4.16 -1.01
H -0.23 -4.12 -2.64
H -5.51 -4.92 -0.01
H -6.37 -3.95 -1.21
H -6.84 -3.87 0.50
H -3.74 -3.63 2.10
H -4.89 -2.36 2.53
H -3.27 -1.92 1.98
H -5.97 -0.81 -1.19
H -4.82 -0.10 -0.04
H -6.37 -0.72 0.53
*
```

Q: Which of them is the most stable? A: version B.

Version A
DFT (ωB97M-V/def2-TZVPD) results for the ion C3H3O3S with charge -1.

Calculated values
Gap between HOMO and LUMO (eV): 8.055

Structure (ORCA input):
```
! RIJCOSX wB97M-V def2-TZVPD def2/J DEFGRID3
* xyz -1 1
C -0.03 -0.14 1.12
C 0.21 -0.48 -0.01
C -0.67 0.68 2.14
O 0.68 0.65 -2.90
O 1.44 -1.64 -3.37
O 0.63 -1.12 -1.05
S 0.40 -0.78 -2.89
H -1.58 0.22 2.57
H 0.01 1.13 2.89
H -1.09 1.49 1.52
*
```

Version B
DFT (ωB97M-V/def2-TZVPD) results for the ion C3H3O3S with charge -1.

Calculated values
Structure (SMILES): O=S(=O)([O-])C1=CC1
Gap between HOMO and LUMO (eV): 9.081

Structure (ORCA input):
```
! RIJCOSX wB97M-V def2-TZVPD def2/J DEFGRID3
* xyz -1 1
C -1.28 0.86 0.24
C -0.10 0.17 0.08
C -1.36 -0.56 -0.04
O 1.89 -1.33 0.58
O 2.35 1.07 0.71
O 1.87 0.02 -1.48
S 1.72 -0.02 -0.03
H -1.70 1.84 0.12
H -1.77 -1.21 0.81
H -1.61 -0.84 -0.98
*
```

Q: Which of them is the most stable? A: version A.

Version A
DFT (ωB97M-V/def2-TZVPD) results for the ion C3H3O3S with charge -1.

Calculated values
Structure (SMILES): COC(=S)C(=O)[O-]
Gap between HOMO and LUMO (eV): 7.108

Structure (ORCA input):
```
! RIJCOSX wB97M-V def2-TZVPD def2/J DEFGRID3
* xyz -1 1
C 3.70 0.48 -0.11
C 2.23 -0.26 -0.16
C 0.02 -0.44 -1.14
O 4.44 0.00 0.75
O 3.86 1.52 -0.75
O 1.36 0.12 -1.08
S 2.00 -1.21 1.18
H 0.18 -1.42 -1.60
H -0.57 0.17 -1.86
H -0.42 -0.21 -0.15
*
```

Version B
DFT (ωB97M-V/def2-TZVPD) results for the ion C3H3O3S with charge -1.

Calculated values
Structure (SMILES): O=C(O)C(=S)C[O-]
Gap between HOMO and LUMO (spin up / spin down) (eV): 7.072 / 6.907

Structure (ORCA input):
```
! RIJCOSX wB97M-V def2-TZVPD def2/J DEFGRID3
* xyz -1 1
C 0.51 -0.39 -1.03
C -0.84 -0.42 1.02
C 0.24 0.25 0.29
O 1.18 0.43 -1.86
O 0.34 -1.56 -1.27
O -1.94 0.10 0.48
S 1.01 1.71 0.62
H -0.80 -1.50 1.12
H -0.74 -0.03 2.05
H 1.03 1.41 -1.44
*
```

Q: Which of them is the most stable? A: version A.

Version A
DFT (ωB97M-V/def2-TZVPD) results for the ion C6H9N with charge +1.

Calculated values
<S²>: 0.7652
Gap between HOMO and LUMO (spin up / spin down) (eV): 10.602 / 6.607

Structure (ORCA input):
```
! RIJCOSX wB97M-V def2-TZVPD def2/J DEFGRID3
* xyz 1 2
C 1.58 1.26 0.41
C 0.66 -0.03 0.39
C 0.44 -0.95 1.45
N -0.85 -1.44 1.37
C -1.40 -1.11 0.15
C -0.44 -0.34 -0.60
C -0.59 0.38 -1.97
H 2.06 1.34 -0.54
H 0.90 2.14 0.69
H 2.37 1.19 1.21
H 1.14 -1.09 2.34
H -1.30 -1.79 2.25
H -2.45 -1.48 -0.08
H 0.09 -0.05 -2.73
H -0.50 1.54 -2.04
H -1.71 0.43 -2.29
*
```

Version B
DFT (ωB97M-V/def2-TZVPD) results for the ion C6H9N with charge +1.

Calculated values
<S²>: 0.7709
Gap between HOMO and LUMO (spin up / spin down) (eV): 9.847 / 6.601

Structure (ORCA input):
```
! RIJCOSX wB97M-V def2-TZVPD def2/J DEFGRID3
* xyz 1 2
C 0.10 0.37 -1.84
C 0.00 -0.39 -0.60
C -0.06 -1.81 -0.34
N 0.12 -1.86 1.08
C -0.02 -0.60 1.69
C -0.06 0.29 0.58
C -0.13 1.81 0.73
H 0.47 -0.33 -2.61
H 0.37 1.39 -1.74
H -1.06 0.59 -2.19
H 0.20 -2.67 -0.94
H -0.02 -2.89 1.38
H 0.35 -0.46 2.64
H -0.79 2.39 0.18
H -0.23 1.93 1.85
H 0.75 2.25 0.12
*
```

Q: Which of them is the most stable? A: version A.